1.
The following is a DFT calculation (wB97M-V/def2-TZVPD) of a single C3H4OS2 molecule.

The geometry in XYZ format:
```
10
Properties=species:S:1:pos:R:3:forces:R:3
O 0.335 1.755 -0.103 -2.4 -2.6 -0.4
C -0.276 0.673 -0.131 4.0 -0.2 1.2
C -1.755 0.503 -0.201 -1.1 3.4 -3.7
S -2.670 -0.815 -0.164 0.5 0.5 0.5
C 0.615 -0.671 0.077 -2.1 0.0 0.9
S 2.329 -0.701 -0.335 1.7 2.4 2.4
H -2.124 1.573 -0.853 0.6 -2.9 2.4
H 0.180 -1.647 -0.233 0.0 0.9 -1.0
H 0.432 -0.931 1.129 0.4 0.7 0.4
H 2.935 0.261 0.814 -1.6 -2.2 -2.7
```
Positions in Å, forces in eV/Å.

The SMILES is O=C(C=S)CS. The energy above the lowest of the compared OMol25 structures with the same formula, charge and spin comes out at 74.99 kcal/mol. Its total energy is -26890.6371 eV. The value obtained for the HOMO energy is -9.1550 eV.

In elementary charge units, the Löwdin charges are: O 0.04; C -0.47; C -0.63; S 0.75; C -0.63; S 0.64; H 0.16; H 0.05; H 0.07; H 0.01

2.
The following is a DFT calculation (wB97M-V/def2-TZVPD) of a molecular structure, C40H50MnNO2Se.

The geometry in XYZ format:
```
95
Properties=species:S:1:pos:R:3:forces:R:3
Mn 0.007 0.002 0.098 1.0 0.1 -0.1
C 6.917 3.234 -1.578 0.0 0.0 0.0
C 6.307 2.649 -0.304 -0.1 0.0 0.0
C 7.267 1.591 0.253 0.0 0.0 0.0
C 6.143 3.779 0.721 0.0 0.0 0.0
C 4.944 2.004 -0.562 0.0 0.0 0.0
C 4.222 1.470 0.496 0.0 0.0 -0.1
C 2.992 0.894 0.239 0.0 0.0 0.3
Se 1.924 0.187 1.659 0.0 -0.1 0.1
C 1.223 1.774 2.469 0.1 0.0 0.0
C 1.956 2.477 3.395 -0.1 0.1 0.0
C 1.390 3.619 3.966 0.1 0.0 0.0
C 0.100 3.947 3.579 -0.1 0.0 0.0
C -0.677 3.238 2.648 0.0 0.2 0.1
C -0.068 2.127 2.075 -0.2 -0.4 -0.4
O -0.654 1.366 1.108 -0.3 0.4 0.5
C -2.089 3.781 2.367 0.1 0.0 0.0
C -2.918 2.986 1.353 0.0 0.0 0.0
C -2.876 3.798 3.685 0.0 0.0 0.0
C -1.963 5.215 1.830 0.0 0.0 0.0
C 2.192 4.436 4.980 0.0 0.0 0.0
C 3.496 4.905 4.321 0.0 0.0 0.0
C 1.426 5.665 5.466 0.0 0.0 0.0
C 2.518 3.554 6.192 0.0 0.0 0.0
C 2.449 0.792 -1.029 -0.5 -0.2 -0.4
O 1.236 0.180 -1.218 0.1 -0.2 0.1
C 3.146 1.321 -2.118 0.2 0.1 -0.1
C 4.378 1.914 -1.834 0.0 0.0 -0.1
C 2.583 1.278 -3.545 0.0 0.0 0.1
C 1.249 2.039 -3.595 0.0 0.0 0.0
C 2.386 -0.176 -3.999 0.0 0.0 0.0
C 3.528 1.949 -4.543 0.0 0.0 -0.1
H 7.881 3.687 -1.339 0.0 0.0 0.0
H 7.095 2.468 -2.336 0.0 0.0 0.0
H 6.285 4.011 -2.014 0.0 0.0 0.0
H 8.240 2.041 0.461 0.0 0.0 0.0
H 6.893 1.158 1.183 0.0 0.0 0.0
H 7.412 0.779 -0.462 0.0 0.0 0.0
H 7.102 4.273 0.890 0.0 0.0 0.0
H 5.430 4.528 0.368 0.0 0.0 0.0
H 5.792 3.406 1.685 0.0 0.0 0.0
H 4.607 1.506 1.508 0.0 0.0 0.0
H 2.950 2.151 3.676 0.0 0.0 0.0
H -0.353 4.821 4.024 0.0 0.0 0.0
H -3.062 1.950 1.664 0.0 0.0 0.0
H -3.900 3.456 1.277 0.0 0.0 0.0
H -2.461 3.003 0.363 0.0 0.0 0.0
H -2.972 2.790 4.095 0.0 0.0 0.0
H -2.402 4.424 4.441 0.0 0.0 0.0
H -3.880 4.192 3.512 0.0 0.0 0.0
H -1.386 5.235 0.903 0.0 0.0 0.0
H -2.955 5.623 1.624 0.0 0.0 0.0
H -1.475 5.879 2.544 0.0 0.0 0.0
H 3.293 5.510 3.435 0.0 0.0 0.0
H 4.074 5.509 5.023 0.0 0.0 0.0
H 4.124 4.064 4.016 0.0 0.0 0.0
H 1.181 6.345 4.647 0.0 0.0 0.0
H 0.501 5.394 5.980 0.0 0.0 0.0
H 2.045 6.216 6.176 0.0 0.0 0.0
H 3.095 2.671 5.909 0.0 0.0 0.0
H 3.109 4.118 6.916 0.0 0.0 0.0
H 1.605 3.215 6.686 0.0 0.0 0.0
H 4.928 2.329 -2.663 0.0 0.0 0.0
H 0.516 1.599 -2.920 0.0 0.0 0.0
H 1.388 3.085 -3.315 0.0 0.0 0.0
H 0.845 2.010 -4.609 0.0 0.0 0.0
H 1.691 -0.718 -3.361 0.0 0.0 0.0
H 1.998 -0.188 -5.020 0.0 0.0 0.0
H 3.338 -0.711 -3.996 0.0 0.0 0.0
H 3.692 3.004 -4.312 0.0 0.0 0.0
H 4.498 1.448 -4.586 0.0 0.0 0.0
H 3.086 1.894 -5.539 0.0 0.0 0.0
N -1.570 0.410 -1.098 -0.3 -0.1 0.0
C -2.200 -0.611 -1.908 0.1 0.2 0.0
C -2.700 -0.253 -3.148 0.0 0.0 -0.1
C -3.327 -1.201 -3.938 0.0 0.0 0.0
C -3.446 -2.502 -3.473 0.0 0.0 0.0
C -2.926 -2.846 -2.235 0.0 0.0 0.0
C -2.290 -1.906 -1.423 0.0 -0.1 0.2
C -1.661 -2.362 -0.148 -0.1 -0.1 -0.3
C -2.273 -3.394 0.569 0.0 -0.1 0.0
C -1.601 -4.078 1.568 0.1 0.1 0.0
C -0.273 -3.776 1.844 -0.1 0.0 -0.1
C 0.336 -2.710 1.194 0.0 0.0 0.1
C -0.389 -1.970 0.273 -0.1 0.4 0.0
H -1.281 1.183 -1.695 0.1 0.0 0.0
H -2.219 0.808 -0.415 -0.1 0.0 -0.1
H -2.606 0.771 -3.491 0.0 0.0 0.0
H -3.717 -0.923 -4.908 0.0 0.0 0.0
H -3.925 -3.257 -4.082 0.0 0.0 0.0
H -2.982 -3.875 -1.904 0.0 0.0 0.0
H -3.284 -3.676 0.305 0.0 0.0 0.0
H -2.103 -4.871 2.106 0.0 0.0 0.0
H 0.288 -4.351 2.568 0.0 0.0 0.0
H 1.366 -2.476 1.418 0.0 0.0 0.0
```
Positions in Å, forces in eV/Å.

The net charge is +1. Its spin multiplicity is 4. Its total energy is -144538.2908 eV. The value obtained for the HOMO energy (spin up / spin down) is -10.8328 / -10.9855 eV.

In elementary charge units, the Löwdin charges are: Mn 0.82; C -0.06; C -0.56; C -0.04; C -0.04; C -0.15; C -0.04; C -0.37; Se 1.33; C -0.37; C -0.04; C -0.15; C 0.04; C -0.07; C -0.29; O -0.25; C -0.53; C -0.06; C -0.04; C -0.04; C -0.56; C -0.04; C -0.06; C -0.04; C -0.30; O -0.21; C -0.07; C 0.06; C -0.53; C -0.03; C -0.03; C -0.06; H 0.09; H 0.09; H 0.09; H 0.09; H 0.08; H 0.09; H 0.09; H 0.09; H 0.07; H 0.11; H 0.11; H 0.10; H 0.09; H 0.09; H 0.07; H 0.10; H 0.08; H 0.09; H 0.09; H 0.09; H 0.08; H 0.09; H 0.09; H 0.07; H 0.09; H 0.09; H 0.09; H 0.08; H 0.09; H 0.09; H 0.09; H 0.05; H 0.10; H 0.09; H 0.07; H 0.09; H 0.10; H 0.09; H 0.09; H 0.09; N 0.06; C -0.21; C -0.01; C -0.06; C -0.05; C -0.01; C -0.11; C -0.17; C -0.02; C -0.05; C -0.05; C -0.11; C -0.09; H 0.11; H 0.12; H 0.12; H 0.11; H 0.11; H 0.12; H 0.12; H 0.12; H 0.12; H 0.07

3.
The following is a DFT calculation (wB97M-V/def2-TZVPD) of a molecular structure, C10H23Li3NO6.

The geometry in XYZ format:
```
43
Properties=species:S:1:pos:R:3:forces:R:3
Li -0.371 1.899 -3.206 0.9 -0.8 0.9
Li -1.096 0.658 -0.891 -0.4 0.7 -0.8
Li -3.321 -0.610 -2.342 1.7 1.8 0.9
O -0.569 2.735 -1.311 -0.1 -1.6 1.0
C -1.815 3.182 -0.823 -0.2 -1.4 -2.3
C -2.956 2.157 -0.210 0.5 -0.4 -0.8
O -3.264 0.892 -0.798 1.3 -0.1 -0.7
H -2.192 3.524 -1.787 -1.5 0.8 0.1
H -1.704 4.047 -0.169 -0.2 0.1 0.7
H -3.903 2.696 -0.228 0.0 0.8 0.3
H -2.660 1.977 0.823 0.0 0.1 0.5
O 1.362 1.014 -3.904 -1.1 -0.1 0.2
C 1.172 -0.366 -4.090 -1.7 2.8 0.9
C -0.276 -0.864 -3.590 -1.2 -0.7 -0.2
O -1.187 -0.173 -2.736 0.4 1.0 1.0
H 2.015 -0.864 -3.610 0.0 -0.9 0.0
H 1.099 -0.526 -5.166 0.5 -0.9 -0.4
H -0.220 -1.879 -3.197 0.6 -0.6 0.1
H -0.955 -0.958 -4.437 0.7 -0.3 -1.2
C 2.829 -3.619 0.067 -0.6 0.8 -0.1
O 2.334 -2.273 -0.174 0.7 -1.4 0.5
C 1.709 -1.557 0.874 0.3 1.0 0.0
C 0.999 -0.402 0.169 -0.6 -2.5 -0.8
N -0.024 0.252 0.922 0.3 1.0 0.6
C 0.471 1.203 1.921 -1.3 -1.0 -0.3
C -0.728 1.203 2.968 1.8 1.4 0.1
O -1.088 -0.129 3.350 -0.7 0.8 -0.1
C -0.123 -0.657 4.216 0.2 -1.2 -0.7
H 2.037 -4.367 0.052 -0.5 0.1 -0.1
H 3.338 -3.772 1.019 0.2 0.5 0.2
H 3.506 -3.885 -0.744 0.0 0.3 0.0
H 2.395 -1.076 1.571 0.7 -0.6 0.3
H 0.969 -2.104 1.459 -0.1 -0.5 -0.1
H 0.466 -1.004 -0.568 0.0 0.4 -0.9
H 1.731 0.210 -0.357 -0.4 0.5 0.2
H -0.599 -0.358 1.485 0.0 -0.9 -0.6
H 0.778 2.058 1.318 -0.6 0.8 0.7
H 1.373 0.844 2.416 0.2 -0.1 0.2
H -1.572 1.793 2.613 -0.2 -0.6 -0.2
H -0.353 1.686 3.871 -0.1 0.3 0.2
H 0.011 -0.074 5.127 0.2 0.2 -0.1
H 0.770 -0.831 3.615 0.7 0.5 0.5
H -0.386 -1.680 4.481 -0.6 0.1 0.2
```
Positions in Å, forces in eV/Å.

The net charge is -1. The energy above the lowest of the compared OMol25 structures with the same formula, charge and spin comes out at 48.47 kcal/mol. Its total energy is -25132.5074 eV. The value obtained for the HOMO energy is -3.0340 eV.

In elementary charge units, the Löwdin charges are: Li 0.68; Li 0.60; Li 0.77; O -0.48; C -0.40; C -0.39; O -0.52; H 0.06; H 0.07; H 0.07; H 0.04; O -0.46; C -0.42; C -0.39; O -0.56; H 0.07; H 0.06; H 0.06; H 0.06; C -0.09; O -0.17; C -0.23; C -0.21; N -0.11; C -0.15; C -0.16; O -0.20; C -0.12; H 0.07; H 0.07; H 0.08; H 0.11; H 0.12; H 0.11; H 0.15; H 0.09; H 0.12; H 0.09; H 0.11; H 0.10; H 0.09; H 0.07; H 0.09

4.
The following is a DFT calculation (wB97M-V/def2-TZVPD) of a single C4H7NO molecule.

The geometry in XYZ format:
```
13
Properties=species:S:1:pos:R:3:forces:R:3
C 0.203 1.483 0.635 -0.2 0.0 -0.1
C 0.512 0.077 0.147 -0.7 -0.1 0.1
C -0.493 -1.029 0.404 -0.5 -0.5 0.5
C -0.639 -1.247 -1.093 -0.2 -0.3 0.0
O -1.350 -1.935 -1.779 0.9 0.5 0.3
N 0.213 -0.179 -1.403 0.4 1.9 2.7
H 1.005 2.206 0.427 -0.2 -0.3 -0.1
H -0.703 1.828 0.133 0.0 0.1 0.1
H 0.034 1.496 1.721 0.0 -0.1 -0.2
H 1.540 -0.199 0.493 -0.6 0.0 -0.8
H -0.094 -1.907 0.903 -0.2 -0.1 0.2
H -1.395 -0.656 0.876 -0.3 -0.3 0.2
H 1.166 0.062 -1.464 1.5 -0.9 -3.0
```
Positions in Å, forces in eV/Å.

The SMILES is C[C@H]1CC(=O)N1. The energy above the lowest of the compared OMol25 structures with the same formula, charge and spin comes out at 55.51 kcal/mol. Its total energy is -7797.2374 eV. The value obtained for the HOMO energy is -9.7708 eV.

In elementary charge units, the Löwdin charges are: C -0.07; C -0.33; C -0.07; C -0.48; O 0.09; N 0.13; H 0.08; H 0.08; H 0.08; H 0.14; H 0.12; H 0.12; H 0.10

5.
The following is a DFT calculation (wB97M-V/def2-TZVPD) of 4 unconnected molecules or ions with the total composition C2H11NO4.

The geometry in XYZ format:
```
18
Properties=species:S:1:pos:R:3:forces:R:3
C 0.369 -0.546 -2.229 -0.6 1.0 -0.5
N -0.217 0.517 -1.411 0.5 0.2 0.4
C 0.528 1.601 -1.046 0.6 -0.3 -1.2
O 0.492 2.273 -0.045 -0.7 0.1 0.1
H -0.454 -0.947 -2.817 0.2 -0.5 0.1
H 1.055 -0.098 -2.948 0.2 0.0 0.1
H 0.889 -1.284 -1.628 0.0 -0.2 0.0
H -0.838 0.174 -0.713 -0.4 -0.2 0.6
H 1.195 1.849 -1.887 0.4 0.1 0.1
O 0.418 -0.343 1.422 0.2 -0.6 0.1
H -0.508 -0.101 1.456 -0.6 0.3 -0.1
H 0.774 0.119 2.179 0.4 0.3 0.1
O -2.121 1.308 0.865 0.8 -0.9 -0.5
H -2.854 1.782 1.222 -0.7 0.6 0.2
H -1.661 1.866 0.218 -0.1 0.2 0.5
O 1.028 -3.087 2.642 0.0 0.5 -0.1
H 0.817 -2.217 3.019 0.0 -0.4 -0.1
H 1.088 -2.868 1.700 0.0 -0.1 0.3
```
Positions in Å, forces in eV/Å.

The SMILES is CNC=O.O.O.O. The energy above the lowest of the compared OMol25 structures with the same formula, charge and spin comes out at 27.42 kcal/mol. Its total energy is -11932.5685 eV. The value obtained for the HOMO energy is -10.0650 eV.

In elementary charge units, the Löwdin charges are: C -0.07; N -0.03; C -0.38; O 0.02; H 0.08; H 0.08; H 0.08; H 0.08; H 0.13; O -0.04; H 0.01; H 0.05; O -0.04; H 0.04; H 0.03; O -0.08; H 0.02; H 0.02

6.
The following is a DFT calculation (wB97M-V/def2-TZVPD) of 2 unconnected molecules or ions with the total composition C9H14N2OS.

The geometry in XYZ format:
```
27
Properties=species:S:1:pos:R:3:forces:R:3
C 1.825 2.817 0.863 0.2 0.1 0.0
C 0.535 3.101 0.450 0.0 0.1 -0.1
C 2.083 1.670 1.596 0.0 -0.1 0.1
C -0.502 2.239 0.769 -0.2 0.1 0.0
C 1.048 0.808 1.916 -0.1 -0.1 0.0
C -0.244 1.100 1.509 -0.3 -0.3 0.0
C 1.381 -1.102 -1.249 -0.1 -0.3 0.0
C -1.040 -2.933 -1.085 0.1 -0.3 0.0
C -0.069 -0.762 -1.108 0.3 0.3 -0.1
N -2.878 0.764 1.325 0.4 -0.3 -0.1
N -1.080 -1.502 -1.023 -0.7 0.3 0.0
O -1.658 0.083 3.441 -0.2 -0.1 1.0
S -1.543 -0.099 1.999 0.0 0.8 -1.0
H 2.635 3.493 0.623 0.0 0.0 0.0
H 0.328 3.993 -0.127 0.0 0.0 0.0
H 3.090 1.446 1.919 0.0 0.0 0.0
H -1.514 2.448 0.456 0.0 0.0 0.0
H 1.235 -0.087 2.491 0.1 -0.1 0.1
H 1.714 -0.838 -2.252 0.1 0.0 -0.1
H 1.957 -0.513 -0.537 0.1 0.0 0.0
H 1.578 -2.159 -1.085 0.1 0.0 0.0
H -0.059 -3.390 -0.925 0.0 0.0 0.0
H -1.739 -3.316 -0.341 0.0 -0.1 0.0
H -1.406 -3.230 -2.070 0.0 -0.1 0.1
H -0.281 0.304 -1.079 0.1 0.1 -0.1
H -3.251 0.274 0.519 0.0 -0.1 0.0
H -3.584 0.879 2.042 0.1 -0.1 0.1
```
Positions in Å, forces in eV/Å.

The energy above the lowest of the compared OMol25 structures with the same formula, charge and spin comes out at 67.33 kcal/mol. Its total energy is -25421.4305 eV. The value obtained for the HOMO energy is -8.7831 eV.

In elementary charge units, the Löwdin charges are: C -0.08; C -0.08; C -0.09; C -0.10; C -0.10; C -0.37; C -0.05; C -0.14; C -0.26; N -0.18; N -0.04; O -0.50; S 0.87; H 0.10; H 0.11; H 0.11; H 0.09; H 0.11; H 0.08; H 0.06; H 0.06; H 0.06; H 0.07; H 0.08; H 0.09; H 0.04; H 0.05

Max |F| (computed, hartree/bohr): 0.0999 0.0198 0.0663 0.0677 0.0267 0.0250